Below is 9 unconnected molecules or ions with the total composition C62H147N8O10, with properties calculated with ωB97M-V with the def2-TZVPD basis set.

Element x y z (Å)
C1 1.259 1.321 -0.678
C2 0.347 0.736 0.359
O1 0.054 -0.504 0.294
O2 0.032 1.511 1.272
H1 0.962 1.022 -1.684
H2 2.297 1.020 -0.541
H3 1.312 2.402 -0.546
C3 6.848 1.352 8.576
C4 7.333 2.294 7.515
C5 7.914 1.562 6.377
C6 7.034 0.688 5.490
C7 5.974 1.653 4.903
C8 5.199 2.448 5.979
N1 6.151 3.054 7.048
O3 5.501 3.985 7.920
C9 4.184 1.505 6.712
C10 4.648 3.667 5.201
C11 8.472 3.244 8.057
H4 6.385 0.485 8.105
H5 6.125 1.916 9.166
H6 7.621 0.996 9.257
H7 8.759 0.991 6.762
H8 8.535 2.184 5.732
H9 6.677 -0.224 5.969
H10 7.633 0.361 4.640
H11 5.234 1.049 4.380
H12 6.393 2.429 4.262
H13 4.577 0.524 6.976
H14 3.321 1.208 6.117
H15 3.827 2.062 7.578
H16 3.973 3.412 4.384
H17 5.500 4.211 4.793
H18 4.146 4.364 5.871
H19 8.268 4.314 8.064
H20 9.455 3.157 7.593
H21 8.733 3.073 9.102
C12 3.030 10.993 1.951
C13 2.878 11.497 0.492
C14 4.115 10.945 -0.342
C15 4.092 9.465 -0.695
C16 2.756 9.021 -1.301
C17 1.454 9.435 -0.535
N2 1.657 10.923 -0.168
O4 0.450 11.591 0.015
C18 1.298 8.519 0.724
C19 0.258 9.322 -1.461
C20 2.894 13.087 0.366
H22 2.116 11.054 2.543
H23 3.846 11.452 2.509
H24 3.378 9.960 1.923
H25 5.059 11.194 0.143
H26 4.157 11.524 -1.264
H27 4.418 8.965 0.217
H28 4.788 9.436 -1.533
H29 2.655 7.937 -1.352
H30 2.682 9.178 -2.377
H31 0.468 8.936 1.295
H32 2.222 8.401 1.290
H33 0.888 7.531 0.516
H34 0.086 8.398 -2.014
H35 0.328 9.952 -2.348
H36 -0.720 9.339 -0.980
H37 2.749 13.297 -0.694
H38 3.782 13.616 0.711
H39 2.040 13.353 0.989
C21 -6.916 0.822 0.261
C22 -8.409 0.543 0.695
N3 -9.326 0.036 -0.467
C23 -9.488 1.082 -1.549
C24 -8.572 -1.206 -1.021
C25 -9.436 -1.881 -2.166
C26 -10.740 -0.270 0.085
C27 -10.911 -1.306 1.204
O5 -10.528 -2.685 0.869
C28 -11.587 -3.725 0.864
H40 -6.356 1.295 1.068
H41 -7.088 1.580 -0.502
H42 -6.329 -0.026 -0.093
H43 -8.768 1.477 1.126
H44 -8.318 -0.267 1.418
H45 -9.593 2.016 -0.996
H46 -10.334 0.889 -2.207
H47 -8.530 1.084 -2.069
H48 -8.465 -1.872 -0.164
H49 -7.625 -0.849 -1.427
H50 -10.228 -2.504 -1.750
H51 -8.715 -2.446 -2.757
H52 -9.804 -1.292 -3.005
H53 -11.364 -0.467 -0.786
H54 -11.018 0.667 0.567
H55 -11.854 -1.333 1.750
H56 -10.249 -1.001 2.014
H57 -11.309 -4.660 0.377
H58 -12.449 -3.420 0.272
H59 -11.856 -3.902 1.906
C29 4.989 2.206 -6.150
C30 4.135 1.774 -7.379
N4 3.662 2.829 -8.373
C31 2.670 2.273 -9.472
C32 2.940 3.985 -7.524
C33 2.423 5.272 -8.220
C34 4.821 3.588 -9.068
C35 5.859 2.707 -9.786
O6 5.236 1.984 -10.815
C36 5.940 0.797 -11.287
H60 4.361 2.652 -5.380
H61 5.795 2.859 -6.487
H62 5.443 1.355 -5.643
H63 3.177 1.355 -7.071
H64 4.527 0.993 -8.031
H65 1.757 2.068 -8.913
H66 3.090 1.292 -9.691
H67 2.580 3.030 -10.251
H68 3.600 4.141 -6.672
H69 2.041 3.515 -7.127
H70 2.263 6.075 -7.501
H71 1.381 5.305 -8.541
H72 3.072 5.631 -9.019
H73 5.189 4.163 -8.218
H74 4.510 4.275 -9.854
H75 6.298 2.018 -9.066
H76 6.624 3.336 -10.240
H77 5.367 0.310 -12.077
H78 6.115 0.050 -10.514
H79 6.949 1.133 -11.526
C37 -7.775 -8.034 -1.721
C38 -6.307 -8.507 -2.031
N5 -6.075 -9.282 -3.408
C39 -4.720 -9.916 -3.354
C40 -7.191 -10.334 -3.667
C41 -6.987 -11.279 -4.855
C42 -6.126 -8.182 -4.577
C43 -4.959 -7.178 -4.758
O7 -4.890 -6.452 -3.553
C44 -4.388 -5.087 -3.633
H80 -7.853 -7.684 -0.692
H81 -8.342 -8.964 -1.683
H82 -8.263 -7.397 -2.458
H83 -6.054 -9.254 -1.278
H84 -5.538 -7.737 -1.973
H85 -3.980 -9.274 -2.877
H86 -4.475 -10.242 -4.364
H87 -4.982 -10.873 -2.902
H88 -8.170 -9.866 -3.769
H89 -7.120 -11.107 -2.902
H90 -6.545 -10.866 -5.762
H91 -7.964 -11.666 -5.144
H92 -6.203 -12.015 -4.675
H93 -7.011 -7.590 -4.345
H94 -6.096 -8.730 -5.518
H95 -5.192 -6.542 -5.612
H96 -4.070 -7.789 -4.917
H97 -3.332 -5.025 -3.896
H98 -4.508 -4.806 -2.587
H99 -4.894 -4.469 -4.375
C45 6.095 -4.409 -1.059
C46 6.483 -5.514 -2.046
N6 5.404 -6.638 -2.059
C47 4.585 -6.772 -0.767
C48 4.382 -6.304 -3.173
C49 3.229 -7.311 -3.556
C50 6.098 -8.012 -2.248
C51 6.913 -8.359 -3.547
O8 8.143 -7.703 -3.336
C52 8.824 -7.345 -4.525
H100 5.090 -4.086 -1.331
H101 6.658 -3.483 -1.179
H102 6.228 -4.665 -0.008
H103 7.445 -5.817 -1.632
H104 6.820 -5.232 -3.043
H105 3.941 -5.987 -0.371
H106 5.233 -7.018 0.074
H107 3.909 -7.616 -0.905
H108 4.943 -6.018 -4.063
H109 3.820 -5.453 -2.787
H110 2.946 -7.278 -4.608
H111 2.361 -7.404 -2.903
H112 3.554 -8.351 -3.520
H113 5.269 -8.720 -2.230
H114 6.627 -8.203 -1.314
H115 6.420 -7.940 -4.424
H116 7.033 -9.403 -3.838
H117 8.773 -8.176 -5.229
H118 9.784 -7.191 -4.032
H119 8.457 -6.408 -4.943
C53 -3.610 3.742 7.001
N7 -3.342 5.289 7.070
C54 -2.728 5.504 5.631
C55 -4.789 5.921 7.256
C56 -2.381 5.642 8.256
C57 -1.893 7.166 8.166
O9 -0.672 7.258 7.409
H120 -3.934 3.413 7.989
H121 -2.635 3.277 6.856
H122 -4.232 3.370 6.187
H123 -3.291 5.087 4.795
H124 -1.673 5.232 5.662
H125 -2.741 6.589 5.524
H126 -5.078 5.776 8.296
H127 -5.511 5.376 6.648
H128 -4.785 6.946 6.884
H129 -1.597 4.899 8.111
H130 -2.934 5.485 9.183
H131 -1.804 7.558 9.179
H132 -2.648 7.783 7.679
H133 -0.244 8.092 7.613
C58 -0.260 -4.741 4.449
N8 -1.317 -4.491 5.564
C59 -2.362 -5.569 5.573
C60 -0.581 -4.702 6.892
C61 -1.892 -2.994 5.554
C62 -3.086 -2.802 4.531
O10 -2.950 -3.390 3.252
H134 0.243 -5.683 4.668
H135 0.466 -3.936 4.566
H136 -0.762 -4.677 3.484
H137 -2.989 -5.410 6.450
H138 -1.874 -6.544 5.576
H139 -2.894 -5.409 4.635
H140 -0.319 -5.726 7.158
H141 -1.102 -4.278 7.750
H142 0.373 -4.175 6.878
H143 -1.021 -2.371 5.346
H144 -2.308 -2.862 6.553
H145 -3.271 -1.732 4.441
H146 -3.964 -3.173 5.060
H147 -2.214 -2.918 2.854

The energy above the lowest of the compared OMol25 structures with the same formula, charge and spin is 78.5 kcal per mole. The strongest force on any atom comes out at 9.605 eV/Å. For the HOMO-LUMO gap, the calculation gives 1.99 eV. The value obtained for the highest occupied orbital energy is -0.5789 Ha. Its net charge is +7. The calculated total energy comes out at -3637.75188 Eh.